{"formula": "C24H29FNO4S", "method": "wB97M-V/def2-TZVPD", "elements": ["C", "C", "C", "C", "C", "C", "C", "C", "C", "C", "C", "C", "S", "C", "N", "C", "F", "O", "C", "C", "O", "C", "C", "H", "H", "H", "H", "H", "H", "H", "H", "H", "H", "H", "H", "H", "H", "H", "H", "H", "H", "H", "H", "H", "H", "H", "H", "H", "C", "C", "C", "O", "C", "C", "C", "O", "H", "H", "H", "H"], "coordinates": [[-1.651, -4.147, -1.875], [-1.602, -2.921, -2.409], [-0.438, -1.905, -2.255], [-0.757, -0.800, -3.272], [0.172, 0.415, -3.341], [1.568, 0.138, -3.945], [2.677, -0.082, -2.941], [3.653, -1.053, -3.198], [4.671, -1.321, -2.295], [4.733, -0.603, -1.101], [3.802, 0.393, -0.837], [2.789, 0.642, -1.756], [1.025, -2.950, -2.605], [1.418, -3.126, -0.967], [0.667, -2.412, -0.195], [-0.409, -1.527, -0.750], [-1.499, -1.881, -0.042], [-0.029, -0.257, -0.459], [-0.551, 0.312, 0.760], [0.115, 1.680, 0.926], [-0.885, 2.655, 1.141], [-0.649, 3.856, 0.425], [0.629, 4.576, 0.892], [-0.830, -4.853, -1.858], [-2.587, -4.477, -1.443], [-2.422, -2.601, -3.040], [-1.787, -0.488, -3.125], [-0.713, -1.275, -4.253], [-0.312, 1.120, -4.016], [0.273, 0.930, -2.396], [1.838, 1.010, -4.540], [1.519, -0.693, -4.648], [3.566, -1.602, -4.127], [5.392, -2.089, -2.532], [5.522, -0.844, -0.402], [3.864, 0.967, 0.076], [2.071, 1.422, -1.548], [2.221, -3.747, -0.603], [0.856, -2.418, 0.801], [-1.614, 0.511, 0.681], [-0.308, -0.279, 1.643], [0.855, 1.678, 1.724], [0.615, 1.918, -0.015], [-1.489, 4.517, 0.610], [-0.612, 3.656, -0.650], [0.846, 4.225, 1.896], [0.469, 5.649, 0.884], [1.471, 4.345, 0.243], [-3.184, -1.113, 5.213], [-4.266, -0.448, 5.609], [-4.347, 1.032, 5.489], [-5.329, 1.639, 5.848], [-3.173, 1.737, 4.910], [-2.093, 1.068, 4.515], [-2.016, -0.408, 4.636], [-1.029, -1.018, 4.271], [-3.104, -2.190, 5.292], [-5.130, -0.942, 6.033], [-3.252, 2.813, 4.830], [-1.229, 1.565, 4.091]], "atomic_forces_ev_per_a": [[-0.2, 0.1, -0.2], [0.4, -0.3, 0.0], [-1.6, -1.4, -1.0], [1.4, 0.4, 0.1], [0.2, 0.1, -0.7], [-0.1, 0.5, 0.5], [0.5, -0.5, 0.1], [-0.3, 0.3, 0.1], [-0.4, 0.2, 0.0], [0.1, -0.3, -0.2], [0.1, -0.3, -0.3], [-0.1, 0.1, -0.1], [0.8, 0.1, 0.1], [-0.9, 0.9, -1.3], [0.6, -0.7, 1.1], [1.8, -0.3, 0.9], [-0.5, 0.2, -0.3], [-0.8, 0.0, -0.5], [0.5, 1.0, 0.6], [-0.3, 0.2, -0.7], [-0.1, -0.2, 0.1], [0.5, 0.6, 0.2], [-0.4, -0.5, -0.4], [0.5, 0.4, 1.1], [-0.4, -0.6, -1.1], [-0.7, 0.7, 1.0], [-0.1, 0.0, 0.2], [-0.2, -0.1, -0.1], [-0.2, 0.0, 0.0], [-0.1, -0.1, 0.1], [0.0, 0.1, -0.1], [0.1, -0.1, 0.0], [0.2, -0.1, 0.0], [0.2, 0.0, 0.1], [0.0, 0.2, 0.1], [0.0, 0.1, 0.1], [0.0, 0.1, 0.1], [0.1, -0.1, 0.1], [-0.3, 0.2, 0.1], [-0.2, -0.3, 0.0], [-0.2, -0.5, -0.2], [0.0, 0.0, 0.1], [0.3, -0.1, 0.0], [-0.3, -0.2, 0.1], [0.0, -0.1, -0.1], [0.1, 0.3, 0.2], [0.1, 0.1, 0.1], [0.2, 0.0, 0.1], [0.0, 0.0, 0.0], [0.0, 0.0, 0.0], [0.0, 0.0, 0.0], [0.0, 0.0, 0.0], [0.0, 0.0, 0.0], [0.0, 0.0, 0.0], [0.0, 0.0, 0.0], [0.0, 0.0, -0.2], [0.0, 0.0, 0.0], [0.0, 0.0, 0.0], [0.0, 0.0, 0.0], [0.0, 0.0, 0.0]], "orbital_gap_ev": 8.0, "total_charge": 1, "e_homo_ev": -11.8, "energy_ha": -1785.32296}